Record 1
Density functional theory data (ωB97M-V/def2-TZVPD) for 10 unconnected molecules or ions with the total composition C57H75N2O22PS in a non-equilibrium geometry.

## Properties
Lowest unoccupied orbital energy   -0.4 eV
ΔE to the lowest compared entry with this formula, charge and spin   0.00 kJ/mol
E_HOMO   -8.42 eV
Total energy   -4721.4116 Ha
Kohn-Sham gap   8.00 eV
Strongest force on any atom   2.99 eV/A

Geometry as ORCA input:
```
! wB97M-V def2-TZVPD RIJCOSX def2/J DEFGRID3
* xyz 0 1
C 1.29979 0.07414 -1.87829
C 1.92523 1.33414 -1.34509
O 1.62445 2.42871 -1.73998
N 2.86967 1.14634 -0.29575
C 4.12989 0.51987 -0.67295
C 2.84106 2.08451 0.76860
C 3.71703 3.15557 0.98853
C 4.83127 3.43187 0.00780
C 4.27117 3.94020 -1.34297
C 4.68553 5.29802 -1.76378
O 3.31450 4.92680 -1.21887
C 3.56035 3.97600 2.13859
C 4.53116 5.11352 2.33741
C 2.51517 3.75049 3.05954
P 2.25863 4.73872 4.57189
S 2.18755 3.79671 6.26992
C 1.62333 2.71224 2.78132
C 1.81915 1.89357 1.68864
C 0.77738 0.82255 1.71116
O 0.79428 -0.24799 1.18290
N -0.27202 1.29021 2.58165
C -1.35541 1.78483 1.75496
C -2.06058 0.86093 1.00077
C -3.07784 1.26530 0.15124
C -3.41281 2.61414 0.07622
C -2.70149 3.53169 0.83383
C -1.66430 3.13761 1.66924
C 0.35351 2.26085 3.44740
O -0.12029 2.57066 4.49703
H 1.59414 -0.08914 -2.91320
H 0.22282 0.25038 -1.86701
H 1.51294 -0.77995 -1.24713
H 4.72213 0.38737 0.23057
H 3.95079 -0.47991 -1.07551
H 4.71569 1.08835 -1.40082
H 5.47490 4.23717 0.32845
H 5.41911 2.53456 -0.16194
H 4.16459 3.20925 -2.14637
H 5.09308 5.96984 -1.02229
H 4.39405 5.62623 -2.75049
H 4.59001 5.44611 3.36254
H 4.26995 5.95392 1.69168
H 5.53929 4.81680 2.06114
H 3.29779 5.65949 4.61484
H 1.15455 5.55053 4.26776
H -1.80465 -0.18642 1.06802
H -3.58313 0.50440 -0.42713
H -4.21094 2.94665 -0.57184
H -2.95967 4.57924 0.75896
H -1.11542 3.86162 2.25669
O -3.53623 -1.53519 -1.59181
C -2.58693 -2.25242 -1.43386
C -2.29846 -3.58329 -2.09153
C -1.19847 -4.16257 -1.20306
C -0.51343 -2.90215 -0.68579
O -1.56826 -1.91923 -0.60971
H -1.94718 -3.40054 -3.10953
H -3.19085 -4.19781 -2.11202
H -0.51766 -4.83587 -1.72212
H -1.64908 -4.70516 -0.37594
H 0.25558 -2.53123 -1.36625
H -0.07823 -3.01660 0.30347
O -3.87083 -5.26359 -0.12618
C -5.02551 -5.56250 -0.25411
C -6.20111 -5.12742 0.58737
C -7.27576 -6.14440 0.20499
C -6.88157 -6.48932 -1.22655
O -5.44430 -6.36960 -1.25611
H -6.48138 -4.10949 0.30858
H -5.94332 -5.16843 1.63863
H -8.29398 -5.77264 0.29212
H -7.18506 -7.02765 0.83936
H -7.29899 -5.79161 -1.95522
H -7.14518 -7.50280 -1.51871
O -6.13427 4.22427 2.42759
C -5.76975 3.58540 3.37009
C -4.57815 2.65416 3.47203
C -4.87589 1.86083 4.74293
C -5.69999 2.86029 5.54594
O -6.40815 3.63988 4.56688
H -3.67703 3.25875 3.56866
H -4.50198 2.03139 2.58578
H -3.98999 1.51422 5.27087
H -5.48594 0.98988 4.49826
H -5.07300 3.53484 6.13327
H -6.42741 2.39329 6.20552
O -6.55614 -7.72248 4.02056
C -5.52663 -7.13008 4.17757
C -4.40159 -7.43438 5.14581
C -3.58426 -6.14323 5.13500
C -3.85614 -5.60560 3.73572
O -5.19853 -6.05789 3.42400
H -3.83457 -8.27721 4.74925
H -4.80414 -7.68904 6.12237
H -2.52364 -6.28031 5.33220
H -3.98294 -5.45383 5.88110
H -3.18325 -6.00648 2.98084
H -3.82937 -4.51947 3.68626
O 3.29232 -2.51610 -1.33748
C 4.10597 -3.16426 -0.73938
C 4.55384 -4.59267 -0.95921
C 5.27462 -4.91820 0.35165
C 5.77746 -3.54687 0.79082
O 4.79643 -2.62102 0.28778
H 5.22409 -4.61139 -1.82029
H 3.69709 -5.23126 -1.15377
H 6.07126 -5.65250 0.25746
H 4.55353 -5.28929 1.08007
H 6.74516 -3.28956 0.35510
H 5.83106 -3.44288 1.87180
O 5.97572 6.15971 -5.77817
C 4.87656 5.93981 -6.19809
C 3.76420 6.94029 -6.45676
C 2.52670 6.05127 -6.58172
C 3.13436 4.75490 -7.10085
O 4.46100 4.69931 -6.53732
H 3.98944 7.46723 -7.38585
H 3.69879 7.65348 -5.64022
H 1.74643 6.45295 -7.22345
H 2.09187 5.88545 -5.59516
H 3.22880 4.74669 -8.18915
H 2.59117 3.86692 -6.78855
O 3.33400 -3.03094 3.62848
C 3.59121 -1.87438 3.80398
C 3.67722 -0.77063 2.77017
C 4.42802 0.33229 3.51871
C 4.01873 0.06027 4.96210
O 3.83857 -1.36775 5.03385
H 2.66938 -0.46308 2.49793
H 4.19766 -1.12694 1.88827
H 4.18563 1.34274 3.18858
H 5.50511 0.18943 3.40714
H 3.07520 0.54352 5.22513
H 4.77433 0.34752 5.68863
O -0.30519 7.16243 -7.75535
C -0.05754 8.29551 -8.04664
C -0.65935 9.13602 -9.15662
C 0.32541 10.29976 -9.27007
C 0.87115 10.38478 -7.84870
O 0.84246 9.03396 -7.35406
H -1.65040 9.46109 -8.83663
H -0.74780 8.55085 -10.06713
H -0.11805 11.23199 -9.61203
H 1.12889 10.03560 -9.95863
H 0.24496 10.99941 -7.19921
H 1.89403 10.74872 -7.79774
O -1.56250 -7.03441 1.96215
C -1.96258 -8.09372 1.58111
C -1.77483 -8.73427 0.22135
C -2.83999 -9.83091 0.21636
C -2.95882 -10.15905 1.70061
O -2.68074 -8.92060 2.38059
H -0.76164 -9.13669 0.17165
H -1.91163 -7.99449 -0.56256
H -2.59054 -10.69709 -0.39228
H -3.78351 -9.42220 -0.14709
H -2.22327 -10.89854 2.02360
H -3.94992 -10.49660 1.99272
*
```

Löwdin population analysis, charges in e, atoms 1 to 4: C 0.013; C -0.444; O 0.130; N -0.027

=====

Record 2
Density functional theory data (ωB97M-V/def2-TZVPD) for C5H6O in the gas phase in a non-equilibrium geometry.

## Properties
Lowest unoccupied orbital energy   1.1 eV
ΔE to the lowest compared entry with this formula, charge and spin   406.26 kJ/mol
E_HOMO   -9.03 eV
Total energy   -269.1915 Ha
Kohn-Sham gap   10.10 eV
Strongest force on any atom   2.90 eV/A

Geometry as ORCA input:
```
! wB97M-V def2-TZVPD RIJCOSX def2/J DEFGRID3
* xyz 0 1
C 2.52718 0.54620 0.13576
C 1.61028 -0.22879 0.05544
C 0.50666 -1.14652 0.01064
O -0.21605 -1.24623 -1.19323
C -0.93682 -0.63052 -0.16484
C -1.23491 0.81873 -0.06677
H 3.34481 1.23176 0.21765
H 0.07929 -1.56146 0.91318
H -1.74291 -1.30847 0.16940
H -0.31030 1.39201 -0.13760
H -1.69562 1.02473 0.90985
H -1.93162 1.10857 -0.84948
*
```

natural (NBO) population analysis, charges in e, atoms 1 to 4: C -0.215; C -0.058; C -0.100; O -0.441

=====

Record 3
Density functional theory data (ωB97M-V/def2-TZVPD) for C4H7NO2 in the gas phase in a non-equilibrium geometry.

## Properties
Lowest unoccupied orbital energy   0.8 eV
ΔE to the lowest compared entry with this formula, charge and spin   96.75 kJ/mol
E_HOMO   -10.07 eV
Total energy   -361.8440 Ha
Kohn-Sham gap   10.84 eV
Strongest force on any atom   1.98 eV/A

Geometry as ORCA input:
```
! wB97M-V def2-TZVPD RIJCOSX def2/J DEFGRID3
* xyz 0 1
C 1.06526 -0.66149 1.26430
C 0.60037 -0.44325 -0.18488
C -0.87702 -0.19799 0.14133
N -1.21138 0.62581 -0.95930
C -0.09841 1.26760 -1.47534
O -0.11990 2.15697 -2.28062
O 1.03898 0.71158 -0.93491
H 1.62263 0.21744 1.57851
H 1.58169 -1.59934 1.39460
H 0.20378 -0.70634 1.96473
H 0.60239 -1.24813 -0.94087
H -1.11608 0.28976 1.10866
H -1.31759 -1.20022 0.19069
H -2.04068 1.18082 -0.90646
*
```

natural (NBO) population analysis, charges in e, atoms 1 to 4: C -0.627; C 0.068; C -0.222; N -0.651

=====

Record 4
Density functional theory data (ωB97M-V/def2-TZVPD) for 2 unconnected molecules or ions with the total composition C5H12O.

## Properties
Lowest unoccupied orbital energy   1.1 eV
ΔE to the lowest compared entry with this formula, charge and spin   210.55 kJ/mol
E_HOMO   -9.44 eV
Total energy   -272.8685 Ha
Kohn-Sham gap   10.50 eV
Strongest force on any atom   0.31 eV/A

Geometry as ORCA input:
```
! wB97M-V def2-TZVPD RIJCOSX def2/J DEFGRID3
* xyz 0 1
C 1.75888 -1.18052 -0.49366
C 0.57565 -0.75725 -0.05066
C -0.23403 -1.48980 0.98256
C -0.01348 0.54307 -0.52792
O -1.39062 0.36960 -0.76505
C -2.02293 1.57092 -1.11607
H 2.30723 -0.63846 -1.26159
H 2.22174 -2.08278 -0.09956
H -1.13687 -1.91833 0.53090
H -0.57337 -0.80607 1.76890
H 0.34483 -2.29361 1.44462
H 0.49883 0.89702 -1.43803
H 0.13369 1.31270 0.25487
H -1.92456 2.32757 -0.32093
H -3.08184 1.35026 -1.26980
H -1.60562 1.99146 -2.04452
H 1.98811 0.55344 2.53311
H 2.15435 0.25078 1.87285
*
```

natural (NBO) population analysis, charges in e, atoms 1 to 4: C -0.410; C 0.019; C -0.648; C -0.098

=====

Record 5
Density functional theory data (ωB97M-V/def2-TZVPD) for 2 unconnected molecules or ions with the total composition C4H8N2O in a non-equilibrium geometry.

## Properties
Lowest unoccupied orbital energy   0.3 eV
ΔE to the lowest compared entry with this formula, charge and spin   597.67 kJ/mol
E_HOMO   -9.46 eV
Total energy   -341.7760 Ha
Kohn-Sham gap   9.72 eV
Strongest force on any atom   9.42 eV/A

Geometry as ORCA input:
```
! wB97M-V def2-TZVPD RIJCOSX def2/J DEFGRID3
* xyz 0 1
C -1.44797 -0.22383 -0.96065
C -0.35034 0.59857 -0.26505
C -0.76951 1.55613 0.60643
C 0.83558 0.09865 -0.62588
H -0.86622 -1.57392 -0.96604
H -2.60037 -0.22531 -0.95314
H -1.56228 -0.05097 -2.12190
H 0.04440 2.34437 1.05296
H -1.93423 1.56124 0.81565
H 2.58803 -0.57494 -0.04865
H 0.89512 -0.15692 2.07707
H 0.89708 -1.84821 1.30272
N 1.70106 -0.37840 0.32403
N 1.47137 -1.00682 1.60387
O 1.09830 -0.11965 -1.84142
*
```

natural (NBO) population analysis, charges in e, atoms 1 to 4: C -0.630; C -0.157; C -0.356; C 0.576

=====

Record 6
Density functional theory data (ωB97M-V/def2-TZVPD) for a molecular structure, C5H10OS2 in a non-equilibrium geometry.

## Properties
Lowest unoccupied orbital energy   0.8 eV
ΔE to the lowest compared entry with this formula, charge and spin   146.97 kJ/mol
E_HOMO   -8.71 eV
Total energy   -1068.0601 Ha
Kohn-Sham gap   9.48 eV
Strongest force on any atom   2.87 eV/A

Geometry as ORCA input:
```
! wB97M-V def2-TZVPD RIJCOSX def2/J DEFGRID3
* xyz 0 1
C 2.57453 -0.59520 1.06006
C 0.27248 0.22180 -0.38801
C -0.39317 0.26948 -1.79994
C -0.49931 -1.18362 -0.38708
C -2.01121 1.24781 0.86873
H 2.07952 -1.50390 1.21486
H 2.43355 0.07465 1.91018
H 3.71728 -0.72072 0.98135
H -0.94820 1.20840 -2.07917
H 0.34348 0.01265 -2.51901
H 0.14363 -2.05597 -0.55596
H -1.14739 -1.39355 0.48819
H -2.44744 0.87976 -0.07950
H -2.48720 2.17384 1.10731
H -2.26562 0.45278 1.60430
O -1.22082 -0.83021 -1.59370
S 2.10186 0.13565 -0.51236
S -0.24597 1.60636 0.67973
*
```

natural (NBO) population analysis, charges in e, atoms 1 to 4: C -0.750; C -0.349; C -0.075; C -0.085

=====

Question: Which of these has the lowest lowest unoccupied orbital energy?
Answer: C57H75N2O22PS

=====

Question: total energy of number 2 (C5H6O)?
Answer: -269.1915 Ha

=====

Question: What is the total energy in the fifth record?
Answer: -341.7760 Ha

=====

Question: What is the formula in the second record?
Answer: C5H6O